{"formula": "C39H74NO6S6", "method": "the ωB97M-V functional and the def2-TZVPD basis", "symbols": ["C", "C", "C", "C", "N", "C", "C", "C", "C", "C", "H", "H", "H", "H", "H", "H", "H", "H", "H", "H", "H", "H", "H", "H", "H", "H", "H", "H", "H", "H", "C", "S", "O", "C", "H", "H", "H", "H", "H", "H", "C", "S", "O", "C", "H", "H", "H", "H", "H", "H", "C", "S", "O", "C", "H", "H", "H", "H", "H", "H", "C", "S", "O", "C", "H", "H", "H", "H", "H", "H", "C", "S", "O", "C", "H", "H", "H", "H", "H", "H", "C", "S", "O", "C", "H", "H", "H", "H", "H", "H", "C", "C", "C", "C", "C", "C", "H", "H", "H", "H", "H", "H", "C", "C", "C", "C", "C", "C", "H", "H", "H", "H", "H", "H", "C", "C", "C", "C", "C", "C", "H", "H", "H", "H", "H", "H"], "positions_angstrom": [[-4.7591, -2.2684, -1.0697], [-3.3981, -2.3974, -0.5307], [-2.7411, -1.1714, -0.1487], [-1.3451, -1.2464, -0.0007], [-0.6311, -0.0124, 0.3453], [-0.8501, 1.1836, -0.5347], [0.1909, 2.1036, -0.5717], [1.4659, 1.3806, -0.1007], [0.8879, -0.1174, 0.1923], [-0.8981, 0.3636, 1.8143], [-5.6201, -1.9174, -0.2567], [-5.1891, -3.1154, -1.3357], [-4.8651, -1.8014, -1.9107], [-2.8541, -2.9214, -1.2257], [-3.4021, -3.0434, 0.3433], [-3.2601, -0.4694, 0.6163], [-2.9391, -0.4344, -0.8817], [-0.8091, -1.9164, -0.7547], [-1.2391, -1.8484, 0.8393], [-1.8931, 1.7396, -0.3487], [-0.9201, 0.7286, -1.4727], [-0.1411, 2.9466, -0.1497], [0.3539, 2.6086, -1.6347], [1.9349, 1.8706, 0.7053], [2.0879, 1.3286, -0.8467], [1.2579, -0.4484, 1.0913], [1.3259, -0.7524, -0.7977], [-0.4111, 1.2246, 1.8863], [-0.6751, -0.4444, 2.4773], [-1.7731, 0.4926, 2.1653], [4.4109, 4.0996, 2.5103], [2.8999, 5.1296, 2.2253], [1.6829, 4.2906, 2.0373], [2.7379, 5.8546, 3.7883], [5.3129, 4.7466, 2.5803], [4.7779, 3.4046, 1.7323], [4.3829, 3.5646, 3.2543], [2.6449, 4.9626, 4.3643], [1.8029, 6.3656, 3.8613], [3.6289, 6.4006, 3.9813], [-5.1851, 0.6206, 3.9853], [-4.5131, -1.0224, 4.1643], [-4.0631, -1.1814, 2.7693], [-3.0211, -0.7564, 5.1113], [-5.9861, 0.3566, 3.2803], [-4.3451, 1.3976, 3.5723], [-5.7381, 1.0176, 4.7933], [-2.6941, 0.2966, 5.0893], [-2.0281, -1.2434, 4.6913], [-3.0281, -1.1794, 6.0493], [1.0779, -5.7394, -0.7587], [1.5489, -4.1124, -1.3597], [0.9459, -3.1414, -0.2847], [3.1829, -4.2024, -0.6767], [0.7919, -5.6584, 0.2273], [1.8479, -6.3134, -1.1457], [0.3009, -5.7144, -1.3457], [3.6969, -5.0814, -1.0727], [3.1489, -4.2664, 0.4943], [4.0029, -3.5124, -1.2417], [-5.3031, 2.0506, -0.8847], [-4.5841, 2.0706, -2.4767], [-3.2731, 1.4056, -2.4117], [-5.7531, 1.0006, -3.2337], [-6.4261, 2.3566, -0.7957], [-4.4531, 2.4476, -0.2167], [-5.4751, 1.1216, -0.5127], [-5.4961, 0.9866, -4.1927], [-6.6081, 1.2596, -3.0367], [-5.6831, -0.1714, -3.0237], [1.0969, -4.6744, 3.1333], [1.9889, -3.0624, 3.0303], [0.9249, -2.0074, 3.3713], [2.9169, -3.2634, 4.5853], [1.8139, -5.4294, 2.8393], [0.2839, -4.4794, 2.3673], [0.6079, -4.7084, 4.1473], [3.7109, -4.1014, 4.8153], [2.3429, -3.3794, 5.4213], [3.5089, -2.2684, 4.8023], [2.6009, -0.2164, -5.6037], [2.9559, 0.8986, -4.1557], [1.5949, 1.2556, -3.5637], [3.6709, -0.3264, -3.0487], [1.9069, -0.9474, -5.4987], [3.2869, -0.6044, -6.1297], [2.1839, 0.3956, -6.3187], [3.1119, -1.3784, -3.2737], [3.6519, -0.0844, -1.9627], [4.6299, -0.3434, -3.4287], [4.8809, 0.1696, 3.8763], [4.0809, -0.0914, 2.6273], [4.5959, -0.9284, 1.6643], [5.7659, -1.7464, 1.8273], [6.4459, -1.5354, 3.0743], [6.0169, -0.5494, 4.0993], [4.3149, 0.8076, 4.5113], [3.2569, 0.4786, 2.3963], [4.3079, -1.2004, 0.6323], [6.0649, -2.5974, 1.0903], [7.3269, -2.2684, 3.0633], [6.6379, -0.3474, 4.7333], [-0.0501, 6.7886, -1.4197], [-1.2391, 7.8406, -1.5297], [-2.5131, 7.2306, -1.7337], [-2.6481, 5.7776, -1.7447], [-1.6071, 4.8766, -1.6997], [-0.2161, 5.4646, -1.5817], [0.9269, 7.0236, -1.1147], [-1.2101, 8.8386, -1.1847], [-3.4851, 7.8486, -1.6277], [-3.6491, 5.4866, -2.0217], [-1.8711, 4.0386, -1.6787], [0.6959, 4.9306, -1.2257], [-1.7021, -4.0874, -5.0187], [-0.2241, -3.6714, -4.7117], [0.0049, -2.4044, -4.0527], [-0.9481, -1.5134, -3.9317], [-2.2961, -1.7514, -4.4337], [-2.6931, -3.0734, -4.8937], [-1.8001, -5.1654, -5.5027], [0.5539, -4.2104, -4.9127], [1.0499, -2.2664, -3.9317], [-0.8341, -0.6054, -3.3857], [-3.1131, -0.9804, -4.3797], [-3.6781, -3.4334, -5.2037]], "relative_energy_kcal_mol": 72.2, "charge": 1}

=====

{"formula": "C39H75BBr2IN3O23P6S2", "method": "the ωB97M-V functional and the def2-TZVPD basis", "symbols": ["C", "C", "O", "C", "C", "O", "C", "C", "C", "S", "C", "C", "C", "Br", "C", "P", "N", "O", "N", "C", "N", "C", "C", "C", "C", "C", "I", "C", "C", "C", "P", "C", "O", "C", "C", "C", "O", "Br", "C", "B", "O", "O", "C", "C", "S", "H", "H", "H", "H", "H", "H", "H", "H", "H", "H", "H", "H", "H", "H", "H", "H", "H", "H", "H", "H", "H", "H", "H", "H", "H", "H", "H", "H", "H", "H", "H", "H", "H", "H", "H", "H", "H", "H", "H", "C", "O", "P", "O", "O", "C", "O", "C", "H", "H", "H", "H", "H", "H", "H", "H", "H", "C", "O", "P", "O", "O", "C", "O", "C", "H", "H", "H", "H", "H", "H", "H", "H", "H", "C", "O", "P", "O", "O", "C", "O", "C", "H", "H", "H", "H", "H", "H", "H", "H", "H", "C", "O", "P", "O", "O", "C", "O", "C", "H", "H", "H", "H", "H", "H", "H", "H", "H"], "positions_angstrom": [[8.7344, 0.3700, -0.5336], [7.4354, 0.2117, -1.3293], [7.0641, -1.1509, -1.4380], [6.5373, -1.5268, -2.6943], [5.3014, -2.4082, -2.5554], [4.0878, -1.7018, -2.3611], [3.4614, -1.4617, -3.6144], [2.3298, -0.4590, -3.4581], [2.6674, 0.8304, -3.0443], [4.3441, 1.3176, -2.7173], [1.6588, 1.7797, -2.8837], [0.3210, 1.4868, -3.1509], [0.0277, 0.1818, -3.5496], [-1.8121, -0.2144, -3.8554], [0.9952, -0.8127, -3.7148], [0.7497, -2.5850, -4.1999], [0.6601, -3.3458, -2.6313], [-0.7141, -2.8682, -4.8631], [-0.7164, 2.4553, -3.0262], [-0.9686, 3.2233, -4.2508], [0.1428, 4.0058, -4.7548], [-0.1648, 5.4230, -4.9171], [-0.6108, 3.2712, -1.8454], [0.5953, 3.7892, -1.3802], [0.6847, 4.6038, -0.2463], [2.0511, 5.1258, 0.1288], [2.7068, 4.6935, 2.1240], [2.3404, 6.6000, -0.3241], [1.1832, 7.2629, -1.0785], [-0.5205, 4.9026, 0.4125], [-0.7367, 5.9981, 1.9000], [-0.5587, 4.8292, 3.3448], [0.4781, 7.1269, 1.9466], [-1.7433, 4.3880, -0.0440], [-3.0436, 4.7260, 0.6701], [-3.5381, 6.1473, 0.3892], [-4.1244, 6.7953, 1.1649], [-3.1749, 6.9620, -1.3665], [-1.8003, 3.5763, -1.1813], [-3.1746, 3.0002, -1.7584], [-4.1440, 3.9259, -2.1420], [-3.3456, 1.6629, -1.8225], [-4.6723, 1.2004, -2.1157], [-5.4886, 1.1374, -0.8242], [2.0539, 3.4031, -2.3260], [8.7614, 1.3477, -0.0508], [8.8739, -0.4300, 0.1916], [9.5978, 0.3497, -1.2050], [6.6572, 0.7169, -0.7465], [7.5737, 0.7152, -2.2889], [7.2893, -2.1694, -3.1806], [6.3614, -0.6972, -3.3804], [5.2735, -3.0295, -3.4602], [5.5026, -3.0933, -1.7289], [4.1856, -1.0058, -4.3048], [3.1341, -2.4033, -4.0552], [4.6289, 2.1131, -3.7691], [1.1256, -4.2392, -2.7814], [1.3304, -2.8350, -2.0535], [-1.3570, -3.0362, -4.1567], [-1.8102, 3.8998, -4.0789], [-1.2688, 2.5254, -5.0402], [0.5538, 3.6041, -5.5820], [-0.9404, 5.5124, -5.6931], [-0.5886, 5.8234, -3.9929], [0.6915, 6.0419, -5.1798], [2.7444, 4.5431, -0.4699], [3.1804, 6.5928, -1.0241], [2.6576, 7.1881, 0.5334], [0.2615, 7.3103, -0.5053], [1.0193, 6.8058, -2.0560], [1.4747, 8.2999, -1.2733], [0.3088, 5.0924, 3.9509], [-0.3562, 3.8203, 2.9810], [-1.4686, 4.8315, 3.9425], [0.6975, 7.3173, 2.8661], [-3.8316, 4.0062, 0.4434], [-2.9329, 4.7129, 1.7526], [-4.8584, 3.9972, -1.5028], [-4.5586, 0.1743, -2.4730], [-5.1595, 1.7606, -2.9124], [-6.2850, 0.4031, -0.9655], [-5.9503, 2.0966, -0.5822], [-4.8568, 0.7762, -0.0144], [1.0649, -5.4926, 0.0698], [0.8449, -6.9095, -0.0457], [1.6679, -7.8913, 1.0203], [3.0201, -7.7951, 0.3595], [0.8640, -9.1908, 0.5300], [0.8476, -9.5095, -0.8589], [2.2552, -8.8184, 2.3330], [3.2151, -8.1613, 3.1636], [0.3176, -4.9838, -0.5347], [0.9594, -5.1645, 1.1031], [2.0606, -5.2395, -0.2983], [1.7405, -9.1396, -1.3628], [-0.0430, -9.0926, -1.3283], [0.8163, -10.5937, -0.9473], [2.9137, -7.1332, 3.3597], [4.1887, -8.1763, 2.6766], [3.2817, -8.6994, 4.1079], [3.4245, 10.4557, -9.4247], [2.6591, 9.4062, -10.0429], [1.1778, 9.0570, -9.3739], [1.6268, 8.3125, -8.1492], [0.8519, 8.0806, -10.6089], [1.7437, 7.0091, -10.8973], [-0.4314, 9.1881, -9.0884], [-0.8258, 9.9381, -7.9269], [4.2507, 10.7017, -10.0875], [2.8192, 11.3493, -9.2760], [3.8192, 10.1135, -8.4677], [2.2698, 6.6755, -10.0027], [2.4626, 7.3147, -11.6573], [1.1522, 6.1824, -11.2867], [-0.2297, 10.8412, -7.8071], [-0.7250, 9.3127, -7.0413], [-1.8695, 10.2174, -8.0511], [-2.3204, -6.6731, 7.5983], [-0.9924, -6.8509, 8.1287], [-0.0173, -7.9226, 7.3458], [-0.6030, -9.2396, 7.7247], [1.2706, -7.4975, 8.2009], [1.2461, -7.6783, 9.6134], [0.9312, -8.2663, 6.0665], [0.2809, -8.8179, 4.9038], [-2.7632, -5.8028, 8.0765], [-2.2907, -6.5027, 6.5223], [-2.9297, -7.5502, 7.8165], [0.5852, -8.4963, 9.9004], [0.9290, -6.7569, 10.1023], [2.2584, -7.9153, 9.9350], [-0.6643, -8.3107, 4.7093], [0.1056, -9.8826, 5.0476], [0.9358, -8.6846, 4.0454], [-7.7483, -3.0481, 10.4625], [-6.7092, -4.0168, 10.2310], [-7.0876, -5.2955, 9.2632], [-7.9856, -6.1102, 10.1288], [-5.5689, -5.8065, 9.2127], [-4.9295, -6.1827, 10.4296], [-7.3457, -5.8821, 7.7650], [-8.6850, -5.7761, 7.2506], [-7.2955, -2.1788, 10.9329], [-8.2117, -2.7368, 9.5266], [-8.5040, -3.4658, 11.1278], [-5.6409, -6.5335, 11.1768], [-4.3675, -5.3373, 10.8278], [-4.2313, -6.9887, 10.2106], [-9.1336, -4.8126, 7.4878], [-9.2960, -6.5764, 7.6644], [-8.6349, -5.8865, 6.1699]], "smiles": "CCOCCOCc1c(S)c2c(c(Br)c1P(N)O)N(CNC)c1c(c([C@H](I)CC)c(P(C)O)c(CC(=O)Br)c1B(O)OCC)S2.COP(=O)(OC)OC.COP(=O)(OC)OC.COP(=O)(OC)OC.COP(=O)(OC)OC"}

=====

no.,E_tot (eV)
1,-120400.323
2,-319488.216